Formula: C22H29N5O3
Source: the Open Molecules 2025 dataset
Level of theory: ωB97M-V with the def2-TZVPD basis set

Geometry as ORCA input:
```
! RIJCOSX wB97M-V def2-TZVPD def2/J DEFGRID3
* xyz 0 1
C 0.038 1.713 -6.561
C -1.371 2.283 -6.448
C -1.589 3.091 -5.169
C -1.538 2.226 -3.910
N -1.840 2.995 -2.724
C -0.943 3.208 -1.733
O 0.162 2.709 -1.723
C -1.471 4.081 -0.607
C -2.299 3.245 0.386
C -1.441 2.263 1.136
C -0.757 2.668 2.315
C -0.909 4.044 2.883
N 0.030 1.873 3.000
C 0.193 0.637 2.570
N 0.905 -0.353 3.068
C 0.676 -1.382 2.228
C 1.274 -2.690 2.414
C 1.022 -3.712 1.514
C 1.604 -4.964 1.709
O 1.304 -5.912 0.777
C 1.866 -7.193 0.919
C 2.429 -5.174 2.804
C 2.679 -4.138 3.708
O 3.504 -4.463 4.743
C 3.802 -3.465 5.691
C 2.103 -2.894 3.517
N -0.149 -1.096 1.221
N -0.461 0.179 1.421
C -1.276 0.965 0.693
C -1.895 0.325 -0.503
H 0.777 2.507 -6.475
H 0.169 1.226 -7.525
H 0.229 0.980 -5.783
H -1.559 2.936 -7.303
H -2.098 1.469 -6.488
H -0.829 3.871 -5.095
H -2.567 3.578 -5.220
H -0.536 1.820 -3.761
H -2.252 1.398 -3.998
H -2.723 3.480 -2.706
H -2.088 4.886 -1.011
H -0.612 4.516 -0.096
H -2.779 3.922 1.094
H -3.085 2.720 -0.159
H -1.943 4.228 3.172
H -0.279 4.119 3.764
H -0.612 4.804 2.165
H 0.382 -3.546 0.664
H 1.497 -7.772 0.074
H 1.549 -7.671 1.852
H 2.960 -7.158 0.883
H 2.901 -6.122 2.998
H 2.900 -3.115 6.201
H 4.309 -2.613 5.229
H 4.468 -3.935 6.413
H 2.265 -2.064 4.184
H -1.910 -0.752 -0.348
H -1.282 0.530 -1.379
H -2.902 0.688 -0.685
*
```

The calculation puts the HOMO-LUMO gap at 8.55 eV. For the HOMO energy, the calculation gives -8.0470 eV. As for the energy relative to the best compared isomer or geometry (same formula, charge and spin): 2.4121 eV. The SMILES is CCCCNC(=O)CCc1c(C)nc2nc(-c3cc(OC)cc(OC)c3)nn2c1C.